Molecular formula: C17H32AsBrF5O4Si2TeZn
Method: DFT, wB97M-V/def2-TZVPD

Output
Total charge   -1
Spin multiplicity   1
E_HOMO   -0.198 Eh
Lowest unoccupied orbital energy   2.22 eV
Calculated total energy   -8903.62103 Eh
Relative energy (zero: lowest compared OMol25 entry of this formula, charge and spin)   0.382 eV

Geometry (Å):
1 Te -0.696 -1.954 3.404
2 Br -7.951 -0.057 0.452
3 As 2.797 -0.325 0.292
4 Zn 0.625 -0.657 1.144
5 Si 2.916 -1.526 -1.702
6 Si 3.032 1.899 -0.335
7 F -1.015 -1.500 5.225
8 F -1.626 -3.547 3.139
9 F 0.503 -3.052 4.380
10 F -2.487 -1.287 3.426
11 F 0.573 -2.719 2.056
12 O 0.216 -0.403 3.097
13 O -1.761 -2.806 -0.450
14 O -0.927 1.365 0.340
15 O -1.294 -1.433 1.251
16 C -3.882 -0.383 1.139
17 C -1.084 2.323 2.544
18 C 4.724 2.070 -1.152
19 C -1.398 2.485 1.077
20 C -2.112 -2.016 0.401
21 C -5.837 -1.848 -0.192
22 C -5.191 0.072 1.129
23 C 4.722 -2.017 -1.917
24 C -6.151 -0.670 0.465
25 C -3.541 -1.557 0.480
26 C -0.786 0.298 -1.807
27 C -1.475 1.350 -0.971
28 C 2.414 -0.675 -3.308
29 C 1.792 2.711 -1.498
30 C -4.521 -2.282 -0.188
31 C 3.022 2.902 1.253
32 C 1.864 -3.061 -1.479
33 H -1.338 2.342 -1.425
34 H 2.774 -1.282 -4.143
35 H -4.234 -3.186 -0.706
36 H -1.406 3.218 3.081
37 H -6.607 -2.410 -0.703
38 H -0.935 3.397 0.672
39 H 0.804 -2.813 -1.393
40 H 2.066 2.815 1.770
41 H -2.556 1.165 -0.904
42 H 4.701 1.716 -2.185
43 H -3.110 0.163 1.662
44 H 4.846 -2.713 -2.750
45 H -1.168 0.331 -2.829
46 H 1.990 -3.743 -2.324
47 H 1.333 -0.578 -3.406
48 H 5.043 3.115 -1.165
49 H 2.182 3.693 -1.782
50 H -5.462 0.987 1.638
51 H 0.288 0.484 -1.828
52 H 0.829 2.857 -1.007
53 H 5.101 -2.489 -1.011
54 H -0.018 2.183 2.710
55 H 1.624 2.142 -2.413
56 H 5.340 -1.138 -2.116
57 H 3.797 2.546 1.934
58 H 2.858 0.318 -3.408
59 H -2.483 2.577 0.925
60 H -0.954 -0.708 -1.424
61 H -1.586 1.455 2.969
62 H 5.475 1.488 -0.617
63 H 2.142 -3.589 -0.565
64 H 3.202 3.960 1.045

---

Molecular formula: C3H4LiO3Yb
Method: DFT, wB97M-V/def2-TZVPD

Output
Total charge   +1
Spin multiplicity   1
E_HOMO   -0.400 Eh
Lowest unoccupied orbital energy   -5.05 eV
Calculated total energy   -1508.22850 Eh
Relative energy (zero: lowest compared OMol25 entry of this formula, charge and spin)   3.720 eV

Geometry (Å):
1 Yb 0.316 2.157 0.838
2 O 0.382 1.985 -1.412
3 O 1.617 0.197 -1.280
4 O 0.250 -1.794 0.425
5 C -0.697 -0.863 0.177
6 C -0.702 0.127 1.295
7 C 0.683 0.848 -1.694
8 Li 1.945 -1.634 -0.159
9 H -1.720 0.294 1.673
10 H -0.854 -1.192 -0.879
11 H -1.159 0.087 -1.114
12 H -0.061 -0.212 2.132

---

Molecular formula: C35H84N4O8
Method: DFT, wB97M-V/def2-TZVPD

Output
Total charge   0
SMILES   CC1(C)CCCC(C)(C)N1O.CC1(C)CCCC(C)(C)N1O.CC1(C)CCCC(C)(C)N1O.COC[C@H](C)N.CO.CO.CO.CO
Spin multiplicity   1
E_HOMO   -0.306 Eh
Lowest unoccupied orbital energy   0.26 eV
Calculated total energy   -2204.52373 Eh
Relative energy (zero: lowest compared OMol25 entry of this formula, charge and spin)   0.000 eV

Geometry (Å):
1 O -13.917 -5.273 -8.173
2 O -12.615 -5.948 -14.307
3 O -8.417 -4.637 -9.296
4 O -13.428 0.945 -6.096
5 O -10.485 -5.652 -3.698
6 O -11.217 -3.384 -10.180
7 O -5.545 -1.838 -11.947
8 O -15.176 0.406 -10.259
9 N -10.379 -4.267 -4.050
10 N -6.502 -0.978 -11.415
11 N -14.970 0.252 -11.633
12 N -13.630 2.846 -3.984
13 C -5.184 1.251 -11.428
14 C -8.025 -4.210 -3.420
15 C -13.612 2.325 -6.430
16 C -13.406 0.082 -7.293
17 C -9.782 -3.773 -1.606
18 C -14.917 4.283 -5.237
19 C -13.884 -0.692 -11.952
20 C -14.426 2.838 -5.146
21 C -11.759 -3.699 -4.165
22 C -14.421 -2.110 -11.536
23 C -7.307 1.033 -10.204
24 C -12.671 -3.921 -2.958
25 C -11.838 -5.414 -13.242
26 C -10.747 -1.411 -3.524
27 C -16.421 2.030 -12.319
28 C -13.303 0.564 -14.128
29 C -12.417 -4.347 -5.414
30 C -8.038 -2.317 -12.723
31 C -14.567 1.386 -13.919
32 C -9.359 -2.067 -3.296
33 C -11.035 -2.792 -8.927
34 C -7.731 -4.750 -8.082
35 C -7.527 -0.884 -12.440
36 C -15.008 1.538 -12.358
37 C -9.439 -3.584 -3.088
38 C -8.762 -0.038 -11.933
39 C -13.518 -0.779 -13.484
40 C -5.259 -0.302 -9.520
41 C -11.602 -2.129 -4.547
42 C -14.143 2.622 -11.704
43 C -8.452 1.274 -11.215
44 C -12.567 -0.466 -11.144
45 C -7.129 -0.300 -13.912
46 C -14.168 -5.769 -9.451
47 C -6.052 0.206 -10.672
48 H -12.783 0.542 -8.060
49 H -11.228 -6.198 -12.793
50 H -13.092 -6.671 -13.893
51 H -12.949 -3.039 -2.381
52 H -14.320 -0.172 -7.828
53 H -14.151 2.634 -10.614
54 H -14.519 -4.555 -7.965
55 H -4.534 -1.048 -9.845
56 H -12.573 -1.315 -13.582
57 H -9.465 0.212 -12.728
58 H -10.534 -6.145 -4.520
59 H -4.419 0.647 -11.916
60 H -14.338 2.359 -14.354
61 H -8.785 -1.845 -4.195
62 H -6.594 0.643 -13.803
63 H -15.570 4.629 -4.436
64 H -4.840 0.521 -8.941
65 H -15.249 2.124 -5.114
66 H -8.988 -1.494 -2.447
67 H -12.777 3.374 -4.097
68 H -6.338 -0.958 -14.273
69 H -7.204 -3.709 -2.908
70 H -13.128 0.359 -15.184
71 H -14.685 3.559 -11.835
72 H -16.830 2.207 -11.324
73 H -7.422 -3.031 -13.269
74 H -13.087 2.616 -11.975
75 H -11.862 -4.178 -6.337
76 H -12.137 0.485 -11.458
77 H -13.693 -2.912 -11.663
78 H -12.355 0.925 -13.729
79 H -12.598 -1.687 -4.539
80 H -10.611 -0.447 -4.014
81 H -11.141 -4.642 -13.567
82 H -10.247 -2.051 -9.061
83 H -11.736 -4.143 -9.906
84 H -14.708 -2.156 -10.485
85 H -12.712 -0.332 -10.072
86 H -9.356 -4.438 -9.313
87 H -8.933 -3.545 -0.961
88 H -16.492 2.943 -12.909
89 H -12.462 -5.436 -5.399
90 H -13.232 -6.233 -9.764
91 H -5.668 1.788 -12.243
92 H -11.917 -2.326 -8.489
93 H -15.273 -2.316 -12.184
94 H -4.789 1.962 -10.703
95 H -9.399 -0.657 -11.302
96 H -11.416 -1.337 -2.666
97 H -7.094 2.079 -9.987
98 H -15.482 4.424 -6.158
99 H -12.336 -4.671 -2.241
100 H -14.981 -6.493 -9.399
101 H -6.853 -5.396 -8.057
102 H -10.617 -3.564 -8.280
103 H -16.103 0.169 -10.187
104 H -14.161 -1.426 -14.081
105 H -7.887 -0.049 -14.654
106 H -9.088 -2.349 -13.014
107 H -13.307 1.889 -4.004
108 H -8.362 -4.930 -7.212
109 H -8.096 2.002 -11.943
110 H -7.705 -4.002 -4.441
111 H -14.274 2.484 -7.281
112 H -12.770 3.009 -6.532
113 H -12.828 -0.827 -7.129
114 H -7.672 0.640 -9.255
115 H -10.180 -4.758 -1.360
116 H -11.325 -1.926 -5.582
117 H -12.403 -4.969 -12.424
118 H -10.671 -3.177 -1.398
119 H -8.029 -2.902 -11.804
120 H -7.194 -3.824 -7.874
121 H -14.331 -5.043 -10.247
122 H -8.031 -5.300 -3.401
123 H -17.221 1.366 -12.648
124 H -15.419 1.020 -14.492
125 H -13.624 -4.257 -3.365
126 H -9.362 1.684 -10.777
127 H -11.796 -1.223 -11.295
128 H -5.877 -0.970 -8.920
129 H -13.419 -3.943 -5.557
130 H -5.733 -2.667 -11.500
131 H -14.133 5.033 -5.133

---

Molecular formula: C2H9O3
Method: DFT, wB97M-V/def2-TZVPD

Output
Total charge   -1
Spin multiplicity   1
E_HOMO   -0.158 Eh
Lowest unoccupied orbital energy   4.18 eV
Calculated total energy   -307.29899 Eh
Relative energy (zero: lowest compared OMol25 entry of this formula, charge and spin)   1.294 eV

Geometry (Å):
1 O 1.005 -0.768 -0.450
2 O -2.993 0.704 -2.866
3 O -1.234 0.442 -0.959
4 C 1.620 -0.074 0.577
5 C 1.041 -0.453 1.970
6 H 1.332 1.007 0.297
7 H 0.327 -1.254 2.015
8 H 0.556 0.413 2.293
9 H -1.034 1.113 -0.322
10 H 2.769 -0.304 0.500
11 H -2.508 0.483 -2.030
12 H -0.013 -0.412 -0.692
13 H 1.798 -0.787 2.801
14 H -2.668 -0.109 -3.135

---

Molecular formula: C7H9N
Method: DFT, wB97M-V/def2-TZVPD

Output
Total charge   0
Spin multiplicity   1
E_HOMO   -0.314 Eh
Lowest unoccupied orbital energy   0.87 eV
Calculated total energy   -326.73644 Eh
Relative energy (zero: lowest compared OMol25 entry of this formula, charge and spin)   4.205 eV

Geometry (Å):
1 N 0.961 3.905 0.405
2 C -1.132 0.000 -0.773
3 C -1.042 -2.306 -1.779
4 C -1.385 -0.877 -1.730
5 C 0.452 -0.256 1.233
6 C -0.148 3.827 0.760
7 C -0.398 -0.245 0.396
8 C 1.531 -0.128 2.270
9 H -1.677 -2.905 -1.157
10 H -1.924 -0.501 -2.644
11 H 2.429 -0.763 2.072
12 H -1.038 -2.715 -2.821
13 H 1.075 -0.362 3.289
14 H 1.799 0.868 2.424
15 H -1.391 1.113 -0.896
16 H -0.063 -2.402 -1.368
17 H 1.952 3.746 0.322

---

Molecular formula: H22O11
Method: DFT, wB97M-V/def2-TZVPD

Output
Total charge   0
SMILES   O.O.O.O.O.O.O.O.O.O.O
Spin multiplicity   1
E_HOMO   -0.376 Eh
Lowest unoccupied orbital energy   -0.48 eV
Calculated total energy   -840.82023 Eh
Relative energy (zero: lowest compared OMol25 entry of this formula, charge and spin)   1.630 eV

Geometry (Å):
1 O 2.689 -0.673 -1.647
2 O -2.971 3.594 0.842
3 O 3.554 -2.007 0.521
4 O -2.686 -1.352 -1.954
5 O -1.014 2.024 2.124
6 O -0.162 0.438 -0.319
7 O -2.235 -1.330 0.985
8 O 2.980 2.260 -0.084
9 O 0.827 -1.717 1.316
10 O -0.136 -2.596 -1.638
11 O 0.514 2.620 -1.675
12 H 3.753 1.716 -0.236
13 H 2.292 1.853 -0.611
14 H -2.024 -1.427 1.913
15 H -0.648 1.633 2.917
16 H -0.960 -2.108 -1.650
17 H -2.389 2.868 1.067
18 H -3.832 3.318 1.155
19 H 0.063 -2.753 -2.561
20 H 1.830 -1.043 -1.442
21 H -0.664 0.991 0.280
22 H 0.264 1.876 -1.126
23 H -0.374 2.688 1.866
24 H 3.274 -1.042 -0.985
25 H 0.237 -0.225 0.243
26 H -3.599 -1.633 -1.902
27 H -0.194 3.254 -1.557
28 H -3.149 -1.608 0.916
29 H 0.060 -1.951 0.793
30 H 3.656 -2.772 1.088
31 H -2.583 -0.734 -1.230
32 H 2.664 -1.699 0.692
33 H 0.959 -2.466 1.897

---

Molecular formula: C10H15N3
Method: DFT, wB97M-V/def2-TZVPD

Output
Total charge   0
Spin multiplicity   1
E_HOMO   -0.308 Eh
Lowest unoccupied orbital energy   0.90 eV
Calculated total energy   -554.16724 Eh
Relative energy (zero: lowest compared OMol25 entry of this formula, charge and spin)   4.253 eV

Geometry (Å):
1 N 1.519 2.662 -0.446
2 N -0.508 -0.336 0.358
3 N -0.819 -0.248 -0.952
4 C 1.597 -2.551 -0.263
5 C -2.135 -0.208 -1.061
6 C 1.281 0.294 1.815
7 C 2.242 2.506 -1.631
8 C -2.677 -0.247 0.236
9 C 0.842 2.887 0.501
10 C 0.836 -0.334 0.714
11 C 1.808 -1.109 -0.167
12 C -1.646 -0.336 1.094
13 C -4.056 -0.218 0.610
14 H 0.706 0.929 2.336
15 H -4.528 0.741 0.359
16 H 1.621 -0.603 -1.145
17 H -4.668 -0.776 -0.167
18 H -4.185 -0.381 1.727
19 H 0.543 -2.774 -0.588
20 H 2.870 -0.916 0.237
21 H 3.227 2.929 -1.217
22 H -1.706 -0.596 2.192
23 H 2.378 0.301 2.072
24 H -2.530 -0.277 -2.079
25 H 1.926 3.039 -2.507
26 H 2.270 -2.990 -0.928
27 H 1.455 -2.906 0.737
28 H 2.337 1.517 -1.837

---

Molecular formula: C4H9N4
Method: DFT, wB97M-V/def2-TZVPD

Output
Total charge   +1
Spin multiplicity   1
E_HOMO   -0.501 Eh
Lowest unoccupied orbital energy   -4.71 eV
Calculated total energy   -376.42124 Eh
Relative energy (zero: lowest compared OMol25 entry of this formula, charge and spin)   5.055 eV

Geometry (Å):
1 N -2.114 1.743 0.498
2 N 0.696 -0.446 -0.283
3 N -0.539 0.060 -0.099
4 N -0.846 1.760 0.340
5 C -2.646 0.567 0.376
6 C 1.687 0.169 -1.192
7 C 1.342 -1.335 0.754
8 C -1.762 -0.438 -0.035
9 H 1.301 0.714 -1.953
10 H 2.079 -2.013 0.285
11 H 2.257 0.852 -0.481
12 H 1.909 -0.671 1.405
13 H -0.398 2.578 0.090
14 H 2.379 -0.648 -1.359
15 H 0.503 -1.864 1.185
16 H -3.775 0.502 0.482
17 H -2.072 -1.528 -0.015